A cluster of 3 separate species, C16H35IN2O3P in total in a non-equilibrium geometry, computed with ωB97M-V with the def2-TZVPD basis set.

E_LUMO = -4.90 eV
Energy = -43667.783 eV
Charge = +1
Highest occupied orbital energy = -12.353 eV

Structure (XYZ):
```
58
Properties=species:S:1:pos:R:3:forces:R:3
O -2.910134 -4.153373 2.606518 -0.7 -0.1 -0.5
P -2.533092 -2.983296 1.791464 1.7 -0.7 2.2
O -1.595985 -2.038554 2.778989 -1.5 -0.7 -1.9
O -1.624739 -3.437664 0.552714 -0.5 1.0 0.0
C -4.046785 -2.052882 1.236696 0.1 -0.5 0.1
C -5.249249 -2.917426 1.626051 2.5 2.2 -0.6
N -6.128400 -2.450413 2.509453 -0.8 -1.9 -0.3
C -7.061631 -3.470759 2.681548 -0.8 0.0 0.6
C -6.718077 -4.499355 1.893811 0.4 -0.4 -0.3
N -5.536597 -4.138696 1.213964 -1.4 0.0 0.8
I -4.574824 -5.386331 -0.073270 -0.1 0.2 0.0
H -1.041993 -2.705604 3.223928 0.0 0.3 0.2
H -1.622830 -4.403246 0.473059 0.0 0.1 0.1
H -4.047296 -1.853455 0.155137 0.1 0.0 0.3
H -4.100721 -1.099607 1.785928 0.1 -0.3 -0.3
H -6.109468 -1.555327 2.978521 0.1 -0.1 -0.1
H -7.918452 -3.473263 3.348225 0.4 0.5 -0.1
H -7.193508 -5.468034 1.783108 0.2 0.3 -0.1
C 0.120901 -0.282817 0.763300 0.0 0.1 -0.3
C 1.579636 -0.506395 1.145933 -0.1 -0.1 0.1
C 1.909929 -0.031364 2.560256 0.1 0.0 0.0
C 1.725359 1.468529 2.796586 -0.1 0.0 0.0
C 2.534802 2.373803 1.867690 0.1 0.0 0.1
C 4.042483 2.194635 2.011855 0.0 0.0 -0.1
H -0.139472 0.777903 0.761820 0.0 0.0 0.0
H -0.064861 -0.669596 -0.242951 0.0 0.1 0.0
H -0.542111 -0.801270 1.454204 0.2 0.2 -0.1
H 2.230875 -0.018745 0.415386 0.0 0.0 0.0
H 1.796061 -1.577463 1.080995 0.0 0.0 0.0
H 2.939332 -0.315746 2.796239 0.0 0.0 0.0
H 1.279675 -0.573798 3.274370 0.0 0.0 0.0
H 1.996426 1.691337 3.833509 0.0 0.0 0.0
H 0.665707 1.726993 2.703932 0.0 0.0 0.0
H 2.284460 3.413704 2.095215 0.0 0.0 0.0
H 2.243818 2.210078 0.825768 0.0 0.0 0.0
H 4.362932 2.399518 3.035439 0.0 0.0 0.0
H 4.570659 2.883746 1.350931 0.0 0.0 0.0
H 4.356864 1.182830 1.749583 0.0 0.0 0.0
C -0.203843 0.998243 -3.642256 0.1 -0.1 -0.1
C 1.214629 0.666448 -3.190406 -0.1 0.0 0.1
C 1.837179 1.751038 -2.312513 0.1 0.0 0.0
C 2.012679 3.113203 -2.985574 -0.1 0.0 -0.1
C 2.856161 3.101513 -4.260122 0.1 0.1 0.1
C 4.295786 2.654697 -4.027199 0.0 0.0 -0.1
H -0.232230 1.897690 -4.258722 0.0 0.0 0.0
H -0.613545 0.179130 -4.237084 0.0 0.0 0.0
H -0.860612 1.149230 -2.781435 0.0 0.1 0.0
H 1.843051 0.472801 -4.063637 0.0 0.0 0.0
H 1.188603 -0.267069 -2.619120 0.1 0.0 0.0
H 2.806503 1.395498 -1.948497 0.0 0.0 0.0
H 1.214051 1.885630 -1.420696 0.0 0.0 0.0
H 2.469796 3.798843 -2.264605 0.0 0.0 0.0
H 1.030683 3.536668 -3.217454 0.0 0.0 0.0
H 2.868409 4.112953 -4.675183 0.0 0.0 0.0
H 2.392407 2.465265 -5.019271 0.0 0.0 0.0
H 4.793810 3.306279 -3.306048 0.0 0.0 0.0
H 4.860334 2.693883 -4.960101 0.0 0.0 0.0
H 4.346452 1.629462 -3.655984 0.0 0.0 0.0
```
Positions in Å, forces in eV/Å.

Atom charges from the Mulliken analysis, given in e for atoms 1 to 6: O -0.707; P 0.931; O -0.475; O -0.468; C -0.833; C 0.552

***

A structure of composition C16H35O4RuSSi4 in a non-equilibrium geometry, computed with ωB97M-V with the def2-TZVPD basis set.

Relative energy (zero: lowest compared OMol25 entry of this formula, charge and spin) = 0.0 kJ/mol
E_LUMO = -3.26 eV
Energy = -70277.612 eV
Charge = +1
Highest occupied orbital energy = -11.257 eV

Structure (XYZ):
```
61
Properties=species:S:1:pos:R:3:forces:R:3
Ru 1.791874 -0.105100 0.073103 -0.2 -0.8 0.7
C 2.426696 -0.323225 3.345861 0.0 0.0 0.0
C 2.904267 -0.380586 1.924347 0.2 0.3 -0.1
C 3.015416 -1.635659 1.249623 0.1 0.3 -0.1
C 3.458278 -1.652635 -0.072353 0.0 0.1 0.0
C 3.929266 -0.465234 -0.715378 0.0 0.0 0.0
C 3.915237 0.751445 -0.037101 -0.1 0.0 0.0
C 3.342099 0.811757 1.263613 0.0 -0.2 0.1
H 2.003951 0.654306 3.576137 0.0 0.0 0.0
H 3.266671 -0.491242 4.022378 0.0 0.0 0.0
H 1.682831 -1.095653 3.547998 0.0 0.0 0.0
H 2.681698 -2.546771 1.726243 0.0 0.0 0.0
H 3.419897 -2.576287 -0.632996 0.0 0.0 0.0
H 4.279728 -0.513512 -1.736205 0.0 0.0 0.0
H 4.276685 1.649811 -0.515854 0.0 0.0 0.0
H 3.283033 1.760860 1.776141 0.0 0.0 0.1
O -1.302019 -2.618493 -1.819219 0.1 0.0 0.0
S -0.244248 -2.213977 -0.822726 0.0 -0.1 -0.2
O 0.359373 -3.355632 -0.241229 0.0 0.1 0.0
O -1.068200 -1.444474 0.271812 -0.1 0.0 -0.1
O 0.633451 -1.216043 -1.454938 -0.2 0.0 0.0
C -2.586249 -0.178179 -2.614778 0.0 0.0 0.0
Si -1.952196 -1.800031 -3.241424 0.0 0.0 0.0
C -3.283147 -2.974772 -3.735838 0.0 0.0 0.0
C -0.570952 -1.650481 -4.468889 0.0 0.0 0.0
Si -0.153825 -0.265130 1.135508 0.2 0.5 -0.2
Si 0.801873 1.982009 -0.648347 0.0 -0.1 -0.1
C 1.733546 3.495828 -0.041872 0.0 0.0 0.1
C 0.894972 1.917585 -2.527971 0.0 0.1 0.0
C -1.000414 2.337843 -0.179325 -0.1 -0.1 -0.1
Si -1.655401 0.215400 2.918548 -0.1 -0.1 0.0
C -1.085654 1.703131 3.886290 0.1 0.0 0.0
C -3.317882 0.471898 2.110714 0.0 -0.1 0.0
C -1.641987 -1.340399 3.950967 0.0 0.0 0.0
H -3.127975 0.343323 -3.407257 0.0 0.0 0.0
H -1.764627 0.468085 -2.300833 0.0 0.0 0.0
H -3.271027 -0.314857 -1.775654 0.0 0.0 0.0
H -3.799010 -2.600100 -4.622783 0.0 0.0 0.0
H -4.021714 -3.098368 -2.942920 0.0 0.0 0.0
H -2.871821 -3.955828 -3.978607 0.0 0.0 0.0
H -0.915221 -1.937874 -5.463642 0.0 0.0 0.0
H 0.263243 -2.303216 -4.206906 0.0 0.0 0.0
H -0.191533 -0.629239 -4.521438 0.0 0.0 0.0
H 2.788676 3.486115 -0.318083 0.0 0.0 0.0
H 1.666059 3.603669 1.043553 0.0 0.0 0.0
H 1.291334 4.393267 -0.482986 0.0 0.0 0.0
H 0.617557 0.937749 -2.917851 0.0 0.0 0.0
H 1.917873 2.116986 -2.855904 0.0 0.0 0.0
H 0.243049 2.668077 -2.983932 0.0 0.0 0.0
H -1.116338 2.500132 0.895345 0.0 0.0 0.1
H -1.697195 1.546625 -0.482444 0.0 0.1 0.1
H -1.334824 3.252938 -0.676612 0.0 0.0 0.0
H -1.262293 2.635111 3.349154 0.0 0.0 0.0
H -0.027303 1.654510 4.146404 0.0 0.0 0.0
H -1.648133 1.750313 4.821903 0.0 0.0 0.0
H -3.335779 1.339753 1.453116 0.0 0.0 0.0
H -4.064762 0.628207 2.893712 0.0 0.0 0.0
H -3.616492 -0.408010 1.538157 0.0 0.0 0.0
H -0.663922 -1.544948 4.389402 0.0 0.0 0.0
H -1.941608 -2.209153 3.362220 0.0 0.0 0.0
H -2.354872 -1.231652 4.772069 0.0 0.0 0.0
```
Positions in Å, forces in eV/Å.

Atom charges from the Mulliken analysis, given in e for atoms 1 to 6: Ru -0.771; C -1.312; C 1.095; C -0.539; C -0.353; C -0.776

***

Calculated orbital gap (eV), listed in the same order as above: 7.46 8.00